No. 1
Density functional theory data (ωB97M-V/def2-TZVPD) for the molecule CH4N3P.

## Properties
* largest force on an atom: 3.29 eV/Å
* orbital gap: 9.89 eV
* spin multiplicity: 1
* net charge: 0
* structure (SMILES): C1N=NNP1
* E: -546.03607 hartree

Atoms and positions in Å:
C1 0.2301 -1.0577 -0.3520
N1 -1.2098 -0.7783 -0.0593
N2 -1.4322 0.3863 0.1110
N3 -0.3849 1.2572 -0.0744
P1 1.1073 0.4970 -0.2372
H1 0.8165 -1.6948 0.3654
H2 0.2185 -1.4034 -1.3178
H3 -0.4793 2.2128 0.3163
H4 1.1337 0.5809 1.2481

Cartesian forces (eV/Å) of the 3 atoms listed first:
C 0.406 0.134 2.148
N 1.039 -2.421 0.688
N -1.359 2.964 0.466

Results of the natural (NBO) charge analysis, in e, for atoms 1 through 2:
1. C -0.63
2. N -0.17

=====

No. 2
Density functional theory data (ωB97M-V/def2-TZVPD) for a cluster of 2 separate species, CH4N3P in total.

## Properties
* largest force on an atom: 6.51 eV/Å
* orbital gap (spin up / spin down): 7.30 / 7.30 eV
* spin multiplicity: 3
* net charge: 0
* E: -545.86111 hartree

Atoms and positions in Å:
C1 -1.2566 1.0253 0.2008
N1 1.1222 0.3333 -0.3474
N2 1.7239 -0.5741 -0.0832
N3 2.3156 -1.3636 0.5463
P1 -1.8142 -0.4520 -0.3097
H1 -1.8229 1.9294 0.1467
H2 -0.3445 0.8554 0.7284
H3 3.1305 -1.6844 0.0398
H4 -3.0540 -0.0694 -0.9218

Cartesian forces (eV/Å) of the 3 atoms listed first:
C 1.100 4.133 1.586
N 0.124 0.139 -1.974
N -1.880 4.097 -0.692

Results of the natural (NBO) charge analysis, in e, for atoms 1 through 2:
1. C -0.67
2. N -0.11

=====

No. 3
Density functional theory data (ωB97M-V/def2-TZVPD) for a cluster of 2 separate species, CH4N4 in total.

## Properties
* largest force on an atom: 3.48 eV/Å
* orbital gap: 10.33 eV
* spin multiplicity: 1
* net charge: 0
* E: -259.42070 hartree

Atoms and positions in Å:
C1 -1.3218 0.6190 0.0440
N1 2.7311 0.5724 0.8863
N2 2.1504 -0.0123 0.1468
N3 -1.0812 -0.6087 -0.0268
N4 1.6025 -0.6914 -0.6895
H1 -2.3192 1.0163 0.1462
H2 -0.5172 1.2231 -0.1038
H3 -1.8646 -1.3839 0.1487
H4 0.6200 -0.7344 -0.5520

Cartesian forces (eV/Å) of the 3 atoms listed first:
C -2.673 -2.039 -0.001
N 1.256 1.287 1.465
N -0.740 -0.661 -0.489

Results of the natural (NBO) charge analysis, in e, for atoms 1 through 2:
1. C -0.01
2. N -0.12

=====

No. 4
Density functional theory data (ωB97M-V/def2-TZVPD) for the molecule CH4N4S.

## Properties
* largest force on an atom: 3.77 eV/Å
* orbital gap: 8.58 eV
* spin multiplicity: 1
* net charge: 0
* E: -657.51731 hartree

Atoms and positions in Å:
C1 0.8234 -0.9803 -0.1017
N1 0.3995 1.3410 0.0744
N2 -1.3367 -0.0865 -0.2280
N3 -0.8350 1.0457 0.1574
N4 1.0961 0.3765 -0.5396
S1 2.5045 -0.3581 0.1775
H1 0.1904 -1.0960 0.7093
H2 0.6538 -1.7621 -0.9612
H3 -2.2668 -0.3275 0.0767
H4 -1.2291 1.8474 0.6352

Cartesian forces (eV/Å) of the 3 atoms listed first:
C 1.627 -1.454 -3.071
N 0.338 0.805 0.658
N -0.349 0.340 -0.843

Results of the natural (NBO) charge analysis, in e, for atoms 1 through 2:
1. C -0.31
2. N -0.11

=====

No. 5
Density functional theory data (ωB97M-V/def2-TZVPD) for the molecule CH4N4S.

## Properties
* largest force on an atom: 5.71 eV/Å
* orbital gap (spin up / spin down): 8.12 / 8.12 eV
* spin multiplicity: 1
* net charge: 0
* E: -657.57895 hartree

Atoms and positions in Å:
C1 0.3814 -1.6208 1.0566
N1 -1.0304 2.3126 -0.7083
N2 -1.7991 1.9070 -0.0209
N3 0.3982 0.1792 -0.7480
N4 0.1306 1.2854 -1.4244
S1 -0.7682 -0.6808 -0.0911
H1 1.2044 -1.0355 1.3295
H2 0.9452 -2.2802 0.4842
H3 -0.3613 -1.9925 1.7836
H4 0.8991 1.9255 -1.6610

Cartesian forces (eV/Å) of the 3 atoms listed first:
C -2.736 0.741 -0.795
N -1.432 3.407 1.321
N -0.809 -0.684 0.552

Results of the natural (NBO) charge analysis, in e, for atoms 1 through 2:
1. C -0.72
2. N -0.03

=====

No. 6
Density functional theory data (ωB97M-V/def2-TZVPD) for a structure of composition CH4N5.

## Properties
* largest force on an atom: 3.35 eV/Å
* orbital gap: 12.86 eV
* spin multiplicity: 1
* net charge: +1
* E: -313.89750 hartree

Atoms and positions in Å:
C1 0.7108 1.6741 -0.3415
N1 -0.4106 -1.6480 1.2239
N2 0.1958 -0.5475 1.2602
N3 -0.5980 -0.7447 -0.7270
N4 -0.9007 -1.7723 0.0021
N5 0.0818 -0.0072 0.0710
H1 0.1782 1.8850 -1.2573
H2 0.4154 2.2319 0.5348
H3 1.7724 1.4951 -0.4403
H4 -1.4451 -2.5663 -0.3260

Cartesian forces (eV/Å) of the 3 atoms listed first:
C -0.864 -2.788 0.618
N -0.618 -1.586 0.633
N 0.639 0.661 0.793

Results of the natural (NBO) charge analysis, in e, for atoms 1 through 2:
1. C -0.22
2. N 0.05

=====

No. 7
Density functional theory data (ωB97M-V/def2-TZVPD) for the ion CH4N5O2 with charge +1.

## Properties
* largest force on an atom: 3.93 eV/Å
* orbital gap: 9.37 eV
* spin multiplicity: 1
* net charge: +1
* structure (SMILES): [NH3+]C1(OO)N=NN=N1
* E: -464.25318 hartree

Atoms and positions in Å:
N1 -1.1515 0.8648 -0.6684
C1 -0.1115 0.1105 0.0789
O1 0.7289 -0.4706 -0.9743
O2 1.8760 -1.2521 -0.5842
N2 -0.6523 -1.0443 0.8538
N3 -0.1275 -1.0218 1.9442
N4 0.6762 0.2039 2.1022
N5 0.6584 0.8600 1.1066
H1 -1.2034 1.7646 -0.1510
H2 -2.1016 0.3971 -0.5597
H3 -0.7438 1.1435 -1.6960
H4 2.1522 -1.5557 -1.4522

Cartesian forces (eV/Å) of the 3 atoms listed first:
N 1.188 1.176 -0.768
C 2.223 -3.095 -0.956
O -1.613 1.709 -0.087

Results of the natural (NBO) charge analysis, in e, for atoms 1 through 2:
1. N -0.73
2. C 0.49

=====

No. 8
Density functional theory data (ωB97M-V/def2-TZVPD) for the ion CH4NO with charge -1.

## Properties
* largest force on an atom: 0.81 eV/Å
* orbital gap: 7.54 eV
* spin multiplicity: 1
* net charge: -1
* structure (SMILES): NC[O-]
* E: -170.47752 hartree

Atoms and positions in Å:
N1 -0.0425 0.0811 -0.9479
C1 -0.1952 -0.0122 0.5670
O1 0.9241 -0.1106 1.2757
H1 0.3977 -0.7597 -1.2771
H2 0.6123 0.8473 -1.0637
H3 -0.8319 -0.9177 0.7256
H4 -0.8644 0.8717 0.7203

Cartesian forces (eV/Å) of the 3 atoms listed first:
N -0.648 0.387 0.306
C 0.211 -0.692 -0.133
O -0.109 0.535 -0.208

Results of the natural (NBO) charge analysis, in e, for atoms 1 through 2:
1. N -0.93
2. C 0.13

=====

Record-wise ΔE to the lowest compared entry with this formula, charge and spin values, in kcal/mol: 54.15, 90.87, 87.36, 99.37, 60.68, 48.73, 26.23, 1.58